Formula: C3H11NO3
Source: the Open Molecules 2025 dataset
Level of theory: ωB97M-V/def2-TZVPD

Geometry (Å):
C  -1.91854  -1.00140  0.63968
C  -1.41930  0.41772  0.89077
N  -0.96348  1.01926  -0.35266
C  -0.30020  0.73210  1.92482
O  0.11483  1.86101  1.83656
H  -2.31719  -1.14761  -0.35422
H  -1.00614  -1.63232  0.72883
H  -2.48101  -1.29244  1.53198
H  -2.25811  1.00410  1.30838
H  -1.39215  0.63647  -1.19097
H  -1.17005  2.00633  -0.43164
H  -0.03219  0.02288  2.72904
O  2.19396  -2.81903  -2.23019
H  1.57920  -2.19657  -1.83736
H  2.84238  -2.32065  -2.72983
O  1.68754  0.41265  -1.47314
H  2.44740  0.59063  -0.92080
H  0.93212  0.66156  -0.91504

Computed properties:
gap between HOMO and LUMO	10.35	eV
ΔE to the lowest compared entry with this formula, charge and spin	41.2	kcal/mol
2S+1	1

How is the electron density shared among the atoms? According to natural (NBO), the charges in e are:
1. C -0.6253
2. C -0.1467
3. N -0.8562
4. C 0.4311
5. O -0.5101
6. H 0.2273
7. H 0.2102
8. H 0.2245
9. H 0.1881
10. H 0.3689
11. H 0.3832
12. H 0.1275
13. O -0.9548
14. H 0.4820
15. H 0.4723
16. O -0.9800
17. H 0.4647
18. H 0.4934

***

Formula: C52H152O24
Source: the Open Molecules 2025 dataset
Level of theory: ωB97M-V/def2-TZVPD

Geometry (Å):
C  -0.50794  -2.87505  3.41955
C  0.57156  -3.49830  4.26062
C  0.20275  -4.77758  4.95834
O  1.72906  -3.73184  3.49086
H  -1.42164  -2.76182  4.06282
H  -0.73940  -3.58521  2.64022
H  -0.25026  -1.87223  3.06555
H  0.81738  -2.77575  5.01834
H  -0.70787  -4.66684  5.54444
H  0.94729  -5.11621  5.68776
H  0.04055  -5.56369  4.24231
H  1.95891  -2.88828  3.07651
C  2.83105  3.87922  -0.01060
C  3.75383  3.37518  1.05417
C  3.61462  1.87907  1.37706
O  5.17907  3.52893  0.65445
H  3.16740  4.78129  -0.49341
H  1.88470  4.10462  0.49361
H  2.58458  3.07581  -0.74693
H  3.69703  3.96854  1.98081
H  2.64576  1.73849  1.83759
H  4.44283  1.53817  2.04057
H  3.58699  1.30290  0.47537
H  5.12794  3.68199  -0.31076
C  -3.23594  3.34843  -5.93100
C  -3.03480  1.80166  -5.89676
C  -2.73528  1.23227  -7.26370
O  -1.98238  1.37814  -4.96337
H  -2.36886  3.87669  -6.34498
H  -3.35847  3.67401  -4.90657
H  -4.16794  3.70251  -6.48296
H  -3.92995  1.31431  -5.58612
H  -1.81313  1.69998  -7.64906
H  -3.56842  1.43637  -7.94815
H  -2.69055  0.14171  -7.17404
H  -1.12874  1.78846  -5.20454
C  0.04192  -0.16421  -1.73187
C  0.36623  0.46290  -0.39915
C  -0.83130  0.46380  0.52341
O  1.32309  -0.33284  0.26596
H  -0.58274  0.52021  -2.28540
H  -0.46018  -1.16096  -1.66085
H  1.00076  -0.27940  -2.28555
H  0.73668  1.47325  -0.52879
H  -1.65283  0.98643  0.08044
H  -0.65722  1.01840  1.45265
H  -1.13188  -0.55626  0.81374
H  2.01034  -0.57330  -0.33912
C  -1.82470  4.01233  7.30391
C  -0.81101  3.18809  6.56573
O  -0.74691  1.92582  7.14568
H  -1.58699  4.11846  8.37577
H  -2.71258  3.36000  7.32901
H  -2.03281  4.95674  6.89602
H  0.17526  3.68237  6.46585
H  -1.11688  3.04530  5.52979
H  -0.31890  1.95612  8.03461
C  4.56350  2.24204  -4.44256
C  3.66398  1.88177  -3.30150
O  2.69168  0.92708  -3.75748
H  3.97496  2.73023  -5.25421
H  5.00717  1.35344  -4.79190
H  5.33937  2.93111  -4.16738
H  3.09483  2.72437  -2.99903
H  4.20604  1.39352  -2.45456
H  3.06391  0.05497  -4.01455
C  3.74855  -4.27684  -3.98303
C  4.02048  -2.92478  -4.60925
O  3.22291  -1.89330  -4.00882
H  4.12849  -4.31578  -2.96848
H  4.19095  -5.04713  -4.56650
H  2.63659  -4.33636  -3.93808
H  3.86187  -2.92552  -5.69100
H  5.04304  -2.60393  -4.40165
H  2.28895  -2.17330  -4.23314
C  1.09550  4.62861  -3.73666
C  0.36831  3.28256  -3.62060
O  0.53151  2.37227  -4.65739
H  2.18985  4.51728  -3.73384
H  0.78767  5.31885  -2.94782
H  0.81198  5.14426  -4.62695
H  -0.68665  3.51639  -3.71846
H  0.55678  2.80767  -2.63012
H  1.20260  1.69060  -4.51342
C  -2.90285  -3.19669  -1.40375
C  -2.74224  -2.76135  -2.87869
O  -1.93531  -3.69316  -3.58583
H  -1.91305  -3.09836  -0.95408
H  -3.25152  -4.23982  -1.37997
H  -3.63048  -2.52377  -0.90757
H  -2.24648  -1.77694  -2.93734
H  -3.72548  -2.54586  -3.31804
H  -1.33837  -3.23890  -4.19541
C  -3.32292  3.05979  2.09006
C  -3.57974  4.15427  3.13657
O  -4.63596  3.76146  3.95368
H  -4.20796  2.94314  1.45274
H  -3.08301  2.08037  2.53901
H  -2.54284  3.30544  1.40248
H  -3.84999  5.06311  2.59567
H  -2.62579  4.32727  3.74907
H  -4.89388  4.55328  4.41986
C  -4.05401  -1.59195  2.07683
C  -5.48610  -1.15810  1.91863
O  -6.03264  -1.71935  0.75568
H  -3.80843  -1.59270  3.09493
H  -3.40244  -0.94862  1.49586
H  -3.92730  -2.64679  1.76358
H  -5.50496  -0.07092  1.84320
H  -5.98479  -1.43910  2.86344
H  -7.01031  -1.63368  0.78654
C  0.30629  3.43387  2.77167
C  0.05750  5.01036  2.81661
O  0.06022  5.57754  4.13932
H  1.25009  3.08020  3.19950
H  0.36113  3.04554  1.76943
H  -0.50814  2.84783  3.18006
H  -0.91189  5.23619  2.39844
H  0.86674  5.51755  2.29348
H  0.97330  5.70920  4.39788
C  1.20406  0.37936  4.27243
C  2.55013  -0.31688  4.00720
O  2.46710  -1.27883  2.96945
H  0.91963  0.84295  3.31994
H  1.29861  1.20528  4.96961
H  0.45517  -0.33302  4.67815
H  2.85605  -0.87933  4.92009
H  3.41808  0.36421  3.78548
H  2.12040  -0.77882  2.23387
C  -2.73734  5.77549  -0.66342
C  -1.38877  5.03675  -0.76132
O  -1.57249  3.62541  -0.71197
H  -3.39646  5.46523  -1.50436
H  -2.54601  6.85572  -0.66244
H  -3.24446  5.60628  0.29734
H  -0.78296  5.21756  0.09738
H  -0.91228  5.30692  -1.68310
H  -2.22823  3.34153  -1.34110
C  -4.74716  1.02958  -0.81979
C  -3.89128  0.89994  -2.07804
O  -3.35443  2.13555  -2.38634
H  -4.14189  1.27695  0.02597
H  -5.23521  0.08163  -0.68497
H  -5.52377  1.79551  -0.85223
H  -4.43514  0.48739  -2.96004
H  -3.12811  0.16968  -1.82171
H  -2.71567  1.94011  -3.06282
C  -2.96900  -0.49568  5.87738
C  -3.24516  0.54419  4.85150
O  -4.64235  0.67682  4.58822
H  -1.88182  -0.59664  6.03017
H  -3.44246  -1.45953  5.58972
H  -3.42174  -0.26742  6.83840
H  -2.69504  0.30361  3.92361
H  -2.83281  1.48402  5.23468
H  -4.77704  1.56192  4.15956
C  0.26374  -6.68344  -4.31666
C  -0.69671  -6.20264  -5.33199
O  -0.46153  -4.81828  -5.72834
H  0.11825  -6.14345  -3.34328
H  1.30933  -6.61919  -4.60120
H  0.09342  -7.75795  -4.14385
H  -1.69705  -6.20046  -4.95523
H  -0.55407  -6.85347  -6.23615
H  -0.04521  -4.80875  -6.60819
C  -8.37671  1.65709  0.98924
C  -7.92143  2.37385  2.22786
O  -6.82441  3.22628  1.84300
H  -8.80512  2.43433  0.35716
H  -9.11287  0.90993  1.16918
H  -7.55867  1.29851  0.36466
H  -7.51206  1.58758  2.90879
H  -8.73015  2.92588  2.66049
H  -6.30875  3.51894  2.60690
C  5.06790  -2.11940  0.43008
C  4.56485  -2.44861  -0.95566
O  3.65785  -1.50402  -1.35718
H  5.70822  -3.01167  0.65809
H  4.25821  -2.12406  1.15286
H  5.64428  -1.21769  0.55555
H  4.14869  -3.45906  -0.91234
H  5.38545  -2.51357  -1.66569
H  3.47756  -1.69423  -2.29537
C  0.99621  -4.71707  -1.20672
C  0.97357  -4.13493  0.17819
O  0.70600  -5.11320  1.12667
H  1.41155  -3.99118  -1.95599
H  -0.02114  -4.93394  -1.52465
H  1.55387  -5.62134  -1.26277
H  0.15365  -3.42583  0.26768
H  1.92315  -3.62710  0.43982
H  1.07134  -4.86428  1.98469
C  0.66323  -0.86249  -6.55377
C  0.04601  -1.39761  -5.26397
O  0.77943  -2.52813  -4.82566
H  0.46980  -1.54870  -7.38629
H  1.73048  -0.68688  -6.43131
H  0.15986  0.02571  -6.86113
H  -1.02815  -1.63124  -5.41547
H  0.04067  -0.60965  -4.50460
H  0.34255  -3.36248  -5.03481
C  6.93602  -1.83904  3.75843
C  7.06412  -0.45307  3.23941
O  8.17623  -0.39506  2.38501
H  6.13665  -1.93640  4.50907
H  7.87533  -2.07553  4.27428
H  6.66844  -2.59761  3.00722
H  7.23148  0.19253  4.11791
H  6.19583  -0.06072  2.66887
H  8.03095  0.34103  1.75101
C  -3.13979  -6.06336  2.04098
C  -3.50933  -5.93202  3.50448
O  -3.62482  -4.58282  3.98396
H  -3.34325  -7.07190  1.66967
H  -2.07601  -5.98469  1.88722
H  -3.57607  -5.27000  1.41857
H  -2.84800  -6.58757  4.11144
H  -4.51581  -6.37018  3.60618
H  -2.90989  -4.00274  3.76803
C  9.38985  0.87171  -1.06994
C  7.95007  1.32656  -0.86900
O  7.50636  1.46639  0.47370
H  10.07878  1.54856  -0.62630
H  9.62431  0.79377  -2.14173
H  9.57300  -0.12896  -0.67141
H  7.34646  0.62527  -1.37582
H  7.79494  2.26944  -1.42999
H  6.74862  2.10125  0.49456

Computed properties:
gap between HOMO and LUMO	9.49	eV
ΔE to the lowest compared entry with this formula, charge and spin	0.0	kcal/mol
2S+1	1

Mulliken population analysis, charges in e, atoms 1 to 99:
1. C 0.9076
2. C 0.4006
3. C -1.7281
4. O -0.7140
5. H -0.2827
6. H 0.5004
7. H -0.6938
8. H 0.1981
9. H 0.3776
10. H 0.3975
11. H 0.3270
12. H 0.3772
13. C 0.0200
14. C 0.0244
15. C 1.3477
16. O -0.6633
17. H 0.8300
18. H -0.5424
19. H -0.5078
20. H 0.2444
21. H -0.6731
22. H 0.1491
23. H -0.6831
24. H 0.3161
25. C -1.2657
26. C 0.6041
27. C -1.3347
28. O 0.2235
29. H 0.3099
30. H 0.2117
31. H 0.3784
32. H 0.3426
33. H 0.2848
34. H 0.4724
35. H 0.2260
36. H 0.0555
37. C 0.7965
38. C 2.6884
39. C 0.3334
40. O 1.4072
41. H -0.6463
42. H -0.7629
43. H -0.0859
44. H -1.4383
45. H -0.4586
46. H -0.6396
47. H -0.1410
48. H -0.8879
49. C -1.2949
50. C 0.7747
51. O -0.4600
52. H 0.3646
53. H 0.2941
54. H 0.3696
55. H 0.3331
56. H -0.5572
57. H 0.2699
58. C -1.7363
59. C 1.1919
60. O 0.4081
61. H 0.2954
62. H 0.4076
63. H 0.4445
64. H -0.5880
65. H -0.1159
66. H -0.1371
67. C -0.3432
68. C -0.6909
69. O -0.6541
70. H 0.0556
71. H 0.5462
72. H -0.3041
73. H 0.4245
74. H 0.3564
75. H -0.0729
76. C -1.4894
77. C 1.3511
78. O -0.6624
79. H 0.2543
80. H 0.2759
81. H 0.4458
82. H 0.1782
83. H -0.6524
84. H 0.1916
85. C -0.3670
86. C 0.4212
87. O -0.5084
88. H -0.2894
89. H 0.5155
90. H 0.0474
91. H -0.4572
92. H 0.3192
93. H 0.0166
94. C 1.1765
95. C -0.6811
96. O -0.5545
97. H 0.5339
98. H -0.5312
99. H -0.4782

***

Formula: C18H21BCl3NO5
Source: the Open Molecules 2025 dataset
Level of theory: ωB97M-V/def2-TZVPD

Geometry (Å):
Cl  2.67255  1.21001  -2.50661
B  2.31240  1.72335  -0.70364
Cl  3.96757  1.72541  0.23919
Cl  1.83934  3.54004  -0.80124
O  1.40454  0.84990  -0.13211
C  1.18426  0.49005  1.21905
C  2.26390  -0.36113  1.84551
C  2.69009  -0.10995  3.15653
C  3.66386  -0.95143  3.70398
C  4.13373  -2.07174  3.00104
C  3.53362  -2.42295  1.77514
C  2.62712  -1.54777  1.18125
H  0.78006  1.34588  1.79565
H  2.18763  0.71787  3.68057
H  4.05831  -0.71514  4.69885
H  4.95670  -2.65830  3.40827
H  3.76606  -3.36224  1.26601
H  2.12900  -1.78303  0.23001
H  0.41999  -0.24685  1.23297
C  -2.95438  0.34400  -0.87319
H  -2.60415  -0.01167  -1.82852
C  -3.11201  -0.50845  0.25604
C  -2.39996  -1.81905  0.56374
O  -2.67542  -2.47334  1.56439
O  -1.41568  -2.16666  -0.29997
C  -0.99791  -3.56598  -0.13122
C  0.13100  -3.91237  -1.07197
C  -3.80278  -0.03960  1.35544
N  -4.03392  1.29814  1.46369
C  -3.55159  2.20061  0.56533
C  -2.92072  1.71855  -0.56218
C  -1.95245  2.69875  -1.19591
O  -1.75734  3.82741  -0.74981
O  -1.29380  2.18736  -2.25522
C  -0.75339  3.20434  -3.14521
C  0.00530  2.55990  -4.26289
H  -0.70979  -3.72404  0.92050
H  -1.88483  -4.17244  -0.36888
H  0.14402  -4.99995  -1.17067
H  -0.00700  -3.48347  -2.06744
H  1.11339  -3.63220  -0.67875
H  -4.04461  -0.64961  2.22438
H  -4.43731  1.63198  2.33256
H  -3.54158  3.24464  0.87304
H  -1.62057  3.75083  -3.54059
H  -0.10783  3.85972  -2.55048
H  0.22357  3.33141  -4.99879
H  0.95819  2.14904  -3.91864
H  -0.58723  1.78017  -4.73918

Computed properties:
gap between HOMO and LUMO	4.92	eV
ΔE to the lowest compared entry with this formula, charge and spin	19.8	kcal/mol
2S+1	1

How is the electron density shared among the atoms? According to natural (NBO), the charges in e are:
1. Cl -0.3249
2. B 0.5196
3. Cl -0.3254
4. Cl -0.3287
5. O -0.7637
6. C -0.0558
7. C 0.0027
8. C -0.2200
9. C -0.2042
10. C -0.2338
11. C -0.1963
12. C -0.2270
13. H 0.1743
14. H 0.2106
15. H 0.2094
16. H 0.2122
17. H 0.2063
18. H 0.2139
19. H 0.1600
20. C 0.0196
21. H 0.2783
22. C -0.1638
23. C 0.7832
24. O -0.5732
25. O -0.4860
26. C -0.0726
27. C -0.6352
28. C 0.1069
29. N -0.4313
30. C 0.1232
31. C -0.1622
32. C 0.7802
33. O -0.5416
34. O -0.4929
35. C -0.0792
36. C -0.6484
37. H 0.2140
38. H 0.1857
39. H 0.2243
40. H 0.2289
41. H 0.2285
42. H 0.2734
43. H 0.4436
44. H 0.2745
45. H 0.1673
46. H 0.2423
47. H 0.2177
48. H 0.2678
49. H 0.1977

***

Q: What is the gap between HOMO and LUMO in the first record?
A: 10.35 eV